ORCA calculation (ωB97M-V/def2-TZVPD) on a molecular structure, C19H17F10N3OPd.

Structure (XYZ):
```
51
C19H17F10N3OPd ωB97M-V/def2-TZVPD
Pd -0.10 -0.34 0.55
C 0.63 -3.15 0.40
N 0.05 -2.18 1.34
C 0.91 -2.00 2.53
C 2.15 -1.21 2.14
N 1.71 -0.01 1.43
C 2.73 0.62 0.70
C 3.00 1.97 0.90
F 2.28 2.66 1.80
C 3.96 2.67 0.18
F 4.16 3.97 0.42
C 4.71 2.02 -0.77
F 5.64 2.67 -1.46
C 4.47 0.67 -1.02
F 5.17 0.04 -1.95
C 3.49 0.01 -0.30
F 3.26 -1.28 -0.62
C -1.35 -2.56 1.69
C -2.24 -2.29 0.49
N -2.01 -0.90 0.09
C -2.54 -0.52 -1.13
C -3.27 0.67 -1.22
F -3.50 1.38 -0.10
C -3.80 1.15 -2.40
F -4.49 2.30 -2.41
C -3.64 0.44 -3.57
F -4.16 0.89 -4.72
C -2.94 -0.75 -3.54
F -2.75 -1.45 -4.66
C -2.40 -1.20 -2.35
F -1.65 -2.32 -2.40
H 0.65 -4.14 0.86
H 1.64 -2.85 0.14
H 0.04 -3.18 -0.51
H 1.17 -2.97 2.96
H 0.33 -1.43 3.26
H 2.81 -1.85 1.55
H 2.70 -0.95 3.05
H -1.66 -1.92 2.52
H -1.38 -3.61 2.01
H -3.28 -2.44 0.80
H -2.04 -3.03 -0.29
C -1.46 3.36 0.98
C -0.84 2.83 -0.29
O 0.06 1.73 -0.01
H -2.13 4.19 0.74
H -0.69 3.75 1.66
H -2.03 2.59 1.48
H -0.25 3.59 -0.81
H -1.59 2.45 -0.98
H 0.48 1.91 0.86
```

Values from the calculation:
Frontier orbital gap, Eh: 0.2867
Energy relative to the best compared isomer or geometry (same formula, charge and spin), eV: 0.000
Spin multiplicity: 1
Electronic energy, Eh: -2100.15781



ORCA calculation (ωB97M-V/def2-TZVPD) on a single C19H17F3N4O2S molecule.

Structure (XYZ):
```
46
C19H17F3N4O2S ωB97M-V/def2-TZVPD
C -8.25 -0.45 0.78
H -9.25 -0.61 0.39
O -7.37 -0.82 -0.25
C -6.03 -0.73 -0.04
C -5.21 -1.13 -1.10
C -3.84 -1.07 -0.99
C -3.24 -0.59 0.17
C -4.06 -0.21 1.23
C -5.44 -0.27 1.13
H -6.03 0.03 1.97
H -3.61 0.12 2.16
C -1.79 -0.51 0.27
C -1.01 0.45 0.84
N 0.33 0.24 0.75
C 0.62 -0.84 0.12
N 1.86 -1.32 -0.14
C 3.07 -0.69 0.06
C 3.20 0.65 0.42
C 4.45 1.21 0.60
C 5.59 0.45 0.42
C 5.50 -0.89 0.06
C 4.24 -1.44 -0.12
F 4.13 -2.74 -0.48
F 6.59 -1.64 -0.12
F 6.80 1.00 0.60
H 4.55 2.25 0.86
H 2.31 1.25 0.53
H 1.91 -2.26 -0.52
S -0.78 -1.75 -0.44
C -1.47 1.74 1.45
H -2.50 1.94 1.12
H -1.49 1.64 2.54
C -0.53 2.88 1.07
C -0.06 2.82 -0.37
O 1.10 2.97 -0.71
N -1.04 2.60 -1.29
H -1.97 2.33 -1.02
N -0.72 2.34 -2.64
H 0.27 2.09 -2.66
H -0.81 3.21 -3.18
H 0.37 2.84 1.69
H -1.02 3.84 1.24
H -3.22 -1.39 -1.82
H -5.68 -1.50 -2.00
H -8.10 -1.06 1.67
H -8.13 0.61 1.04
```

Values from the calculation:
Frontier orbital gap, Eh: 0.2978
Energy relative to the best compared isomer or geometry (same formula, charge and spin), eV: 0.000
Spin multiplicity: 1
Electronic energy, Eh: -1801.50910



ORCA calculation (ωB97M-V/def2-TZVPD) on a single C19H17FN6O2 molecule.

Structure (XYZ):
```
45
C19H17FN6O2 ωB97M-V/def2-TZVPD
O 0.69 0.46 0.74
C -0.18 1.29 0.62
N -1.21 1.45 1.49
C -1.60 0.61 2.53
C -0.92 -0.54 2.91
C -1.40 -1.32 3.95
C -2.55 -0.98 4.63
C -3.24 0.17 4.27
C -2.76 0.94 3.24
F -3.42 2.08 2.89
H -4.14 0.47 4.78
H -2.92 -1.59 5.43
H -0.86 -2.22 4.22
H -0.03 -0.82 2.38
H -1.89 2.17 1.28
C -0.24 2.26 -0.56
H -0.21 3.29 -0.20
H 0.63 2.06 -1.18
C -1.53 2.01 -1.37
C -1.89 0.57 -1.30
N -2.96 0.06 -0.74
N -2.88 -1.27 -0.75
C -1.73 -1.59 -1.30
C -1.08 -2.82 -1.54
C 0.15 -2.78 -2.11
C 0.74 -1.51 -2.45
N 0.14 -0.37 -2.25
N -1.06 -0.44 -1.68
N 1.95 -1.50 -3.08
H 2.50 -2.33 -2.97
C 2.69 -0.26 -3.20
C 3.24 0.21 -1.89
C 4.02 -0.41 -0.96
C 4.19 0.51 0.10
C 3.49 1.62 -0.26
O 2.92 1.45 -1.46
H 3.33 2.55 0.24
H 4.74 0.35 1.00
H 4.44 -1.40 -1.03
H 2.00 0.51 -3.58
H 3.49 -0.42 -3.93
H 0.71 -3.68 -2.31
H -1.57 -3.74 -1.26
H -2.38 2.58 -0.98
H -1.37 2.31 -2.41
```

Values from the calculation:
Frontier orbital gap, Eh: 0.3192
Energy relative to the best compared isomer or geometry (same formula, charge and spin), eV: 0.248
Spin multiplicity: 1
Electronic energy, Eh: -1313.09487



ORCA calculation (ωB97M-V/def2-TZVPD) on a molecular structure, C19H17I2N4O2V.

Structure (XYZ):
```
45
C19H17I2N4O2V ωB97M-V/def2-TZVPD
V -0.24 -0.01 0.04
I 5.87 1.65 4.11
C 4.47 1.01 2.71
C 4.74 1.14 1.36
C 3.80 0.73 0.42
I 4.22 1.01 -1.59
C 2.59 0.16 0.81
O 1.70 -0.24 -0.09
C 2.33 0.04 2.19
C 1.06 -0.58 2.68
N -0.17 0.13 2.19
C -0.21 1.56 2.62
C 0.13 2.52 1.51
C 0.41 3.85 1.76
C 0.68 4.69 0.69
C 0.68 4.18 -0.60
C 0.41 2.84 -0.77
N 0.13 2.03 0.26
C 3.27 0.47 3.12
H 5.67 1.58 1.02
H 0.96 -1.62 2.34
H 1.05 -0.58 3.77
H -0.98 -0.33 2.58
H -1.21 1.77 2.99
H 0.48 1.71 3.45
H 0.42 4.22 2.77
H 0.90 5.74 0.87
H 0.90 4.80 -1.46
H 0.42 2.39 -1.75
H 3.05 0.36 4.18
O -2.29 0.55 -0.11
N -3.55 0.19 -0.11
C -4.44 0.89 0.62
C -5.77 0.53 0.60
C -6.19 -0.54 -0.17
C -5.25 -1.24 -0.91
C -3.93 -0.86 -0.87
H -4.01 1.71 1.17
H -6.47 1.11 1.19
H -7.23 -0.83 -0.20
H -5.52 -2.08 -1.54
H -3.12 -1.33 -1.41
N -0.63 -3.20 -0.38
C -0.52 -2.05 -0.22
H -0.62 -4.19 -0.53
```

Values from the calculation:
Frontier orbital gap (alpha / beta), Eh: 0.2389 / 0.2479
Energy relative to the best compared isomer or geometry (same formula, charge and spin), eV: 0.674
Total charge: +1
Spin multiplicity: 4
Electronic energy, Eh: -2642.91097
Expectation value of S²: 3.759



ORCA calculation (ωB97M-V/def2-TZVPD) on 3 unconnected molecules or ions with the total composition C19H17IN2O8.

Structure (XYZ):
```
47
C19H17IN2O8 ωB97M-V/def2-TZVPD
O 2.76 0.61 -0.02
C 1.88 1.49 0.02
O 1.22 2.12 1.11
C 0.72 3.40 0.63
O 0.43 4.38 1.33
C 0.70 3.27 -0.94
C 0.01 4.35 -1.94
C 1.17 5.47 -2.20
C 2.43 4.89 -3.01
I 1.94 4.22 -5.03
C 1.40 2.11 -1.36
O 1.66 1.62 -2.66
H -0.85 4.90 -1.42
H -0.33 3.85 -2.91
H 1.57 5.72 -1.14
H 0.74 6.44 -2.61
H 2.99 4.07 -2.43
H 3.19 5.76 -3.12
H 0.77 1.59 -3.09
C -0.56 -1.01 -0.36
C -1.95 -1.04 -0.48
C -2.54 -1.54 -1.63
C -1.73 -2.01 -2.66
C -0.34 -1.98 -2.56
C 0.24 -1.47 -1.40
N -2.35 -2.56 -3.87
O -3.57 -2.56 -3.94
O -1.61 -2.99 -4.74
H -0.10 -0.63 0.55
H -2.57 -0.68 0.34
H -3.62 -1.56 -1.71
H 0.29 -2.34 -3.36
H 1.32 -1.44 -1.30
C -0.68 -3.09 6.00
C 0.53 -2.69 5.44
C 0.75 -2.86 4.08
C -0.24 -3.43 3.28
C -1.45 -3.84 3.84
C -1.66 -3.67 5.21
N -0.02 -3.59 1.85
O 1.06 -3.23 1.39
O -0.93 -4.06 1.18
H -0.85 -2.95 7.06
H 1.30 -2.24 6.06
H 1.70 -2.54 3.65
H -2.23 -4.29 3.23
H -2.60 -3.98 5.65
```

Values from the calculation:
Frontier orbital gap, Eh: 0.3181
Energy relative to the best compared isomer or geometry (same formula, charge and spin), eV: 0.000
Spin multiplicity: 1
Electronic energy, Eh: -1743.09151